The following is a quantum chemistry calculation of a structure of composition C15H14F2NO4S at a distorted geometry, from OMol25.

The calculation puts the LUMO energy at 2.66 eV. Its net charge is -1. Its frontier orbital gap is 6.96 eV. The highest occupied orbital energy comes out at -4.29 eV. Its maximum force is 3.61 eV/Å.

Last column: Löwdin charge in e.
Atoms and positions in Å:
C 1.461 2.586 -1.061  -0.1236
C 0.631 1.620 -1.886  -0.6066
C -0.552 1.117 -0.901  -0.3645
C -2.000 0.962 -1.315  -0.0125
O -0.313 1.054 0.294  0.0858
C 0.287 2.088 -3.341  -0.4967
C 1.268 3.024 -3.916  -0.0497
O -0.678 1.612 -3.934  0.0444
H 2.462 2.723 -1.477  0.0635
H 0.910 3.549 -1.011  0.1026
H 1.577 2.157 -0.055  0.0935
H -2.147 0.776 -2.379  0.0639
H -2.434 0.140 -0.690  0.0971
H -2.548 1.899 -1.032  0.1055
H 2.299 2.681 -3.717  0.0681
H 1.123 3.046 -4.999  0.0956
H 1.100 4.006 -3.468  0.0946
F 0.781 -0.968 -4.081  -0.0863
C 0.501 -0.735 -2.702  -0.5017
F 0.325 -1.915 -2.054  0.0462
S 1.875 0.494 -2.464  1.1056
N 0.748 -1.844 0.979  0.1242
C 1.396 -1.307 2.108  -0.4546
O 2.535 -0.884 2.209  0.0264
C 0.364 -1.523 3.173  -0.1074
C -0.818 -1.860 2.556  -0.1285
C -1.858 -2.519 3.210  -0.0227
C -1.624 -2.931 4.524  -0.0998
C -0.474 -2.490 5.206  -0.1063
C 0.511 -1.778 4.537  -0.0327
C -0.620 -1.898 1.086  -0.4728
O -1.524 -2.084 0.235  -0.0234
H -0.512 -0.276 -2.520  0.1018
H -2.770 -2.710 2.656  0.1066
H -2.337 -3.608 4.980  0.0847
H -0.363 -2.739 6.252  0.0839
H 1.418 -1.468 4.997  0.0957